(1)
A structure of composition C36H50BrN3OP2Pt in a non-equilibrium geometry. Source: the Open Molecules 2025 dataset; level of theory: ωB97M-V/def2-TZVPD.

The HOMO energy (spin up / spin down) comes out at -12.823 / -12.918 eV. The HOMO-LUMO gap (spin up / spin down) comes out at 0.233 / 0.158 Eh. Its energy relative to the best compared isomer or geometry (same formula, charge and spin) is 206.79 kJ/mol. The molar mass comes out at 877.75 u.

Structure (ORCA input):
```
! RIJCOSX wB97M-V def2-TZVPD def2/J DEFGRID3
* xyz 2 3
C 2.791 4.814 -1.312
C 1.827 3.988 -1.906
C 1.931 3.683 -3.282
C 2.916 4.360 -4.015
N 3.735 5.248 -3.453
C 3.685 5.487 -2.144
C 0.747 3.621 -1.074
C -0.262 3.328 -0.401
C -1.491 2.791 0.047
C -1.610 1.402 0.537
C -2.840 0.651 0.150
C -3.808 1.438 -0.491
C -3.844 2.825 -0.378
C -2.676 3.517 -0.028
Pt -1.013 -0.074 -0.750
P 1.321 -0.190 -1.209
H 1.235 3.008 -3.783
H 2.774 4.990 -0.238
H 3.025 4.185 -5.092
H 4.356 6.233 -1.716
H -2.659 4.594 0.082
H -1.333 1.281 1.600
H -4.761 3.354 -0.624
H -3.077 -0.309 0.611
C 1.806 -1.908 -0.728
C 3.129 -2.443 -1.258
H 0.981 -2.565 -1.034
H 1.791 -1.903 0.370
H 3.223 -3.490 -0.940
H 3.187 -2.422 -2.353
H 3.995 -1.908 -0.849
C 1.914 0.001 -2.948
C 3.340 0.523 -3.160
H 1.196 0.673 -3.438
H 1.800 -0.979 -3.437
H 3.571 0.532 -4.233
H 3.455 1.558 -2.808
H 4.104 -0.101 -2.675
C 2.413 0.917 -0.205
C 3.789 0.397 0.217
H 1.832 1.161 0.695
H 2.498 1.861 -0.755
H 4.216 1.074 0.969
H 3.732 -0.596 0.678
H 4.502 0.367 -0.616
Br -5.411 0.634 -1.269
P -1.892 -1.654 -2.148
C -0.804 -2.525 -3.290
C -1.376 -3.879 -3.708
H 0.184 -2.630 -2.811
H -0.668 -1.855 -4.156
H -0.659 -4.360 -4.383
H -1.529 -4.538 -2.845
H -2.326 -3.770 -4.249
C -2.627 -2.795 -0.935
C -4.043 -3.252 -1.284
H -2.613 -2.290 0.051
H -1.935 -3.652 -0.848
H -4.412 -3.894 -0.474
H -4.738 -2.408 -1.375
H -4.058 -3.839 -2.212
C -3.116 -0.748 -3.119
C -3.562 -1.326 -4.452
H -2.745 0.281 -3.226
H -3.989 -0.655 -2.454
H -4.340 -0.673 -4.865
H -2.747 -1.370 -5.184
H -4.002 -2.324 -4.337
C 0.127 0.589 6.238
N 0.081 0.803 4.808
N 0.255 -0.241 3.971
C 0.495 0.226 2.696
O 0.542 -0.531 1.701
C 0.555 1.662 2.833
C 0.290 1.966 4.138
C 0.165 3.266 4.829
C -0.002 -1.592 4.316
C -1.074 -1.905 5.151
C -1.174 -3.206 5.654
C -0.230 -4.175 5.258
C 0.730 -3.872 4.286
C 0.833 -2.578 3.792
H -0.770 0.056 6.575
H 0.150 1.570 6.716
H 1.018 0.013 6.536
H 0.668 2.350 2.010
H -0.748 3.315 5.441
H 1.029 3.472 5.478
H 0.109 4.064 4.081
H -1.810 -1.143 5.421
H -1.980 -3.454 6.354
H -0.259 -5.173 5.711
H 1.411 -4.632 3.919
H 1.556 -2.303 3.033
*
```



(2)
A structure of composition C36H50IrN7O4Sb in a non-equilibrium geometry. Source: the Open Molecules 2025 dataset; level of theory: ωB97M-V/def2-TZVPD.

The HOMO energy (spin up / spin down) comes out at -13.171 / -13.170 eV. The HOMO-LUMO gap (spin up / spin down) comes out at 0.222 / 0.196 Eh. Its energy relative to the best compared isomer or geometry (same formula, charge and spin) is 87.82 kJ/mol. The molar mass comes out at 958.82 u.

Structure (ORCA input):
```
! RIJCOSX wB97M-V def2-TZVPD def2/J DEFGRID3
* xyz 2 2
Ir -0.698 -0.678 -0.015
O -3.169 -2.915 -2.295
C -2.551 -2.050 -1.754
N -1.482 -2.229 -0.845
C -1.053 -3.504 -0.421
O -1.463 -4.554 -0.817
C 0.054 -3.380 0.586
C 0.633 -4.497 1.152
C 1.676 -4.331 2.050
C 2.115 -3.048 2.341
C 1.476 -1.972 1.752
N 0.462 -2.135 0.898
C -2.792 -0.587 -1.986
C -3.810 -0.162 -2.812
C -3.990 1.200 -3.003
C -3.124 2.086 -2.380
C -2.134 1.588 -1.552
N -1.981 0.278 -1.347
H 0.246 -5.468 0.871
H 2.145 -5.186 2.518
H 2.936 -2.878 3.023
H 1.769 -0.950 1.961
H -4.440 -0.909 -3.277
H -4.794 1.567 -3.625
H -3.217 3.153 -2.522
H -1.443 2.247 -1.046
C 1.482 1.768 -3.995
C 1.122 0.326 -4.307
C -0.250 0.197 -4.952
Sb 1.200 -0.920 -2.486
C 3.306 -1.151 -1.887
C 4.145 -1.130 -3.157
C 3.761 -0.140 -0.848
C 1.014 -2.933 -3.548
C 1.727 -4.004 -2.748
C -0.413 -3.308 -3.893
H 1.456 2.350 -4.920
H 2.484 1.853 -3.577
H 0.773 2.209 -3.296
H 1.890 -0.142 -4.928
H -1.038 0.561 -4.287
H -0.477 -0.825 -5.248
H -0.275 0.808 -5.857
H 3.304 -2.148 -1.444
H 4.142 -0.145 -3.625
H 3.807 -1.867 -3.889
H 5.181 -1.372 -2.907
H 3.770 0.872 -1.249
H 4.779 -0.385 -0.535
H 3.128 -0.155 0.039
H 1.579 -2.637 -4.437
H 1.253 -4.167 -1.780
H 2.786 -3.798 -2.605
H 1.652 -4.952 -3.291
H -0.916 -3.806 -3.070
H -0.395 -4.021 -4.723
H -1.019 -2.466 -4.221
C -5.767 0.519 4.489
C -4.710 -0.286 5.241
C -3.495 0.572 5.586
C -4.303 -1.545 4.456
N -3.638 -1.223 3.191
C -2.346 -1.043 2.940
N -2.229 -0.692 1.677
N -3.480 -0.666 1.164
N -4.324 -0.978 2.065
H -6.084 1.371 5.090
H -6.646 -0.090 4.277
H -5.382 0.900 3.542
H -5.149 -0.661 6.168
H -3.041 1.005 4.690
H -2.738 -0.006 6.122
H -3.797 1.397 6.230
H -5.188 -2.126 4.206
H -3.618 -2.153 5.045
H -1.544 -1.166 3.648
C 4.016 5.429 3.316
C 3.162 4.550 2.451
C 2.041 3.905 2.953
C 1.266 3.051 2.185
C 0.040 2.489 2.870
C 1.650 2.791 0.841
C 2.702 3.561 0.280
C 3.052 3.598 -1.186
C 3.442 4.396 1.101
C 1.009 1.669 0.107
O 1.193 1.411 -1.095
O 0.238 0.897 0.834
H 3.813 5.269 4.373
H 3.828 6.480 3.090
H 5.073 5.242 3.124
H 1.762 4.068 3.987
H -0.196 3.104 3.736
H 0.219 1.470 3.217
H -0.825 2.462 2.211
H 2.708 2.724 -1.713
H 4.126 3.728 -1.321
H 2.564 4.465 -1.639
H 4.264 4.954 0.669
*
```